# 1
80
Properties=species:S:1:pos:R:3:lowdin_spin:R:1 method="wB97M-V/def2-TZVPD" largest_force_ev_per_a=1.88 e_above_lowest_kcal_mol=35.59 orbital_gap_ev="6.469 / 6.530" lumo_energy_ha="0.092 / 0.072" mol_weight_g_mol=699.68 charge=-1 energy_ev=-97263.0284 multiplicity=2
Ti -0.108 -0.656 -0.537 0.50
C 1.844 -2.593 1.492 0.02
C 1.729 -1.979 0.125 0.13
N 1.869 -0.643 -0.011 0.10
N 2.612 -0.211 -1.093 0.04
C 2.234 0.796 -1.796 0.03
S 0.711 1.551 -1.816 0.02
S 3.494 1.427 -2.909 0.00
C 4.981 1.192 -1.855 0.00
C 4.931 2.098 -0.660 0.00
C 5.205 3.457 -0.808 0.00
C 5.122 4.321 0.271 0.00
C 4.754 3.837 1.519 0.00
C 4.476 2.488 1.676 0.00
C 4.566 1.622 0.594 0.00
C 1.917 -2.838 -1.054 0.01
C 2.705 -3.982 -1.112 0.02
C 2.889 -4.652 -2.312 0.00
C 2.287 -4.171 -3.469 0.02
C 1.466 -3.057 -3.427 0.00
C 1.239 -2.398 -2.218 0.02
O 0.390 -1.396 -2.103 -0.01
H 1.798 -1.839 2.273 0.00
H 1.065 -3.340 1.661 0.00
H 2.817 -3.089 1.564 0.01
H 4.991 0.141 -1.580 0.00
H 5.834 1.422 -2.494 0.00
H 5.468 3.832 -1.791 0.00
H 5.336 5.375 0.139 0.00
H 4.677 4.509 2.365 0.00
H 4.183 2.107 2.647 0.00
H 4.331 0.573 0.720 0.00
H 3.192 -4.345 -0.215 0.00
H 3.512 -5.537 -2.347 0.00
H 2.453 -4.677 -4.412 0.00
H 0.963 -2.693 -4.314 0.00
C -0.022 0.263 3.792 0.00
C -1.057 -0.521 4.290 0.00
C -1.729 -1.365 3.433 0.00
C -1.369 -1.411 2.083 0.01
N -0.378 -0.631 1.609 0.00
C 0.273 0.176 2.448 0.00
C -1.959 -2.309 1.093 0.01
C -3.077 -3.108 1.353 0.00
C -3.547 -3.964 0.378 0.02
C -2.880 -4.050 -0.842 0.00
C -1.780 -3.247 -1.093 0.01
C -1.300 -2.329 -0.153 -0.01
H 0.528 0.941 4.428 0.00
H -1.329 -0.471 5.337 0.00
H -2.521 -2.001 3.802 0.00
H 1.063 0.773 2.012 0.00
H -3.586 -3.064 2.310 0.00
H -4.433 -4.562 0.561 0.00
H -3.243 -4.729 -1.606 0.00
H -1.299 -3.317 -2.062 0.00
C -2.215 4.143 -1.604 0.00
C -2.855 3.920 -0.235 0.00
C -3.254 2.453 0.015 0.00
C -4.014 2.343 1.354 0.00
C -4.430 0.913 1.699 0.00
C -4.198 2.024 -1.086 0.00
O -5.257 2.584 -1.299 0.00
N -3.782 0.972 -1.842 0.00
C -2.632 0.181 -1.646 0.00
O -2.428 -0.719 -2.432 0.00
N -1.820 0.466 -0.596 0.00
C -1.978 1.612 0.134 0.00
O -1.124 1.983 0.924 0.00
H -1.916 5.184 -1.722 0.00
H -2.915 3.901 -2.406 0.00
H -1.325 3.524 -1.723 0.00
H -3.753 4.535 -0.137 0.00
H -2.153 4.201 0.550 0.00
H -4.901 2.974 1.282 0.00
H -3.364 2.743 2.134 0.00
H -5.162 0.534 0.982 0.00
H -4.881 0.877 2.692 0.00
H -3.571 0.241 1.692 0.00
H -4.362 0.684 -2.614 0.00

# 2
11
Properties=species:S:1:pos:R:3:mulliken_charge:R:1 method="wB97M-V/def2-TZVPD" largest_force_ev_per_a=3.72 e_above_lowest_kcal_mol=14.18 orbital_gap_ev=9.964 lumo_energy_ha=0.021 mol_weight_g_mol=161.99 energy_ev=-77791.8170
Br 1.440 2.092 -1.641 -0.13
C -0.046 1.421 -0.516 -0.75
C 0.264 0.047 0.094 0.52
C 0.343 -1.198 -0.494 -0.21
N 0.621 -2.062 0.559 -0.49
C 0.694 -1.285 1.604 -0.02
O 0.531 0.017 1.423 -0.31
H -0.248 2.379 0.082 0.30
H -0.967 1.420 -1.097 0.31
H 0.257 -1.579 -1.522 0.35
H 0.930 -1.633 2.575 0.43

# 3
50
Properties=species:S:1:pos:R:3:mulliken_charge:R:1 method="wB97M-V/def2-TZVPD" largest_force_ev_per_a=2.24 e_above_lowest_kcal_mol=0.00 orbital_gap_ev=10.935 lumo_energy_ha=-0.093 mol_weight_g_mol=284.28 charge=+1 energy_ev=-31740.4302
C -0.459 -1.909 -2.176 -0.85
N -0.484 -0.734 -1.236 0.39
H 0.532 -2.048 -2.588 0.28
H -0.717 -2.845 -1.682 0.35
H -1.127 -1.812 -3.025 0.34
H 0.444 -0.344 -1.265 -0.13
H -0.710 -1.080 -0.309 0.17
H -1.180 -0.087 -1.621 0.53
H 1.221 1.946 3.725 0.29
H 2.563 2.520 3.489 0.28
O 1.990 1.817 3.155 -0.54
H 1.301 1.578 0.017 0.43
H 0.157 2.631 -0.092 0.18
O 0.358 1.692 -0.214 -0.61
H 1.219 2.154 -1.843 0.34
H 1.484 1.825 -3.157 0.36
O 0.886 2.449 -2.722 -0.69
H 3.659 -1.154 2.637 0.28
H 2.645 -1.332 1.499 0.40
O 3.342 -0.735 1.840 -0.65
H 3.329 0.807 0.852 0.25
H 3.630 1.836 -0.296 0.25
O 3.033 1.137 -0.015 -0.55
H -4.189 0.466 1.371 0.32
H -4.525 0.559 -0.071 0.28
O -3.968 0.042 0.528 -0.66
H 3.324 -0.450 -2.637 0.32
H 2.537 0.202 -1.563 0.27
O 2.474 -0.039 -2.504 -0.61
H 0.709 -1.842 1.822 0.43
H 1.124 -2.767 0.721 0.26
O 1.016 -1.819 0.890 -0.69
H -1.205 -2.556 2.525 0.34
H -1.158 -1.107 2.921 0.39
O -0.687 -1.941 3.059 -0.76
H -1.401 4.731 -1.484 0.29
H -0.222 5.262 -0.662 0.28
O -0.766 4.483 -0.807 -0.56
H -1.756 0.934 -4.094 0.27
H -0.846 1.631 -3.003 0.35
O -1.426 0.876 -3.197 -0.66
H -1.745 -3.187 0.342 0.32
H -1.414 -4.744 0.452 0.28
O -1.053 -3.867 0.306 -0.58
H -1.867 0.655 1.344 0.24
H -0.288 0.769 1.390 0.30
O -1.074 0.449 1.845 -0.54
H -3.655 -1.543 0.672 0.34
H -3.945 -3.018 0.850 0.30
O -3.221 -2.387 0.935 -0.64

# 4
13
Properties=species:S:1:pos:R:3:mulliken_charge:R:1 method="wB97M-V/def2-TZVPD" largest_force_ev_per_a=1.58 e_above_lowest_kcal_mol=17.18 orbital_gap_ev=10.367 lumo_energy_ha=0.020 mol_weight_g_mol=93.08 energy_ev=-9820.2156
N 0.977 -0.129 -0.255 -0.50
C -0.367 0.369 -0.384 -0.50
C -1.426 -0.736 -0.340 0.59
O -1.626 -1.416 0.629 -0.54
O -2.020 -0.955 -1.529 -0.45
H 1.193 -0.584 0.619 0.24
H 1.160 -0.727 -1.048 0.24
H -0.676 1.140 0.313 0.29
H -0.481 0.833 -1.366 0.29
H -2.421 -1.834 -1.525 0.34
O 3.438 2.317 1.676 -0.64
H 3.662 2.319 0.743 0.32
H 2.507 2.089 1.711 0.32